Record 1
This record from OMol25 describes a structure of composition C46H62BrN5OPRuSb2 in a non-equilibrium geometry. The level of theory is the ωB97M-V functional and the def2-TZVPD basis.

* <S²>: 8.794
* 2S+1: 6
* orbital gap (spin up / spin down): 6.7 / 3.9 eV
* charge: +2
* relative energy (zero: lowest compared OMol25 entry of this formula, charge and spin): 45.8 kcal/mol

Positions of all 119 atoms, in Å:
Sb: 4.162169 -0.294379 0.155307
Sb: 1.577058 3.580182 3.385633
Ru: -0.211146 -0.010154 -0.014683
Br: 1.758798 1.971333 -0.684559
P: 0.372812 -3.138050 -1.247153
O: 1.638455 -0.459130 2.071425
N: -1.767523 1.148531 0.968209
N: 0.435845 -1.621794 -0.745969
N: -6.722651 0.760144 2.464015
N: 0.565566 -0.196773 1.700091
N: -6.662955 2.405198 0.959853
C: 5.129326 0.763882 1.955935
C: -1.868482 -2.963864 -2.891252
C: -2.142168 1.496946 -4.263456
C: -1.445438 -3.647976 -1.587257
C: 1.479305 -5.628438 -0.383666
C: -9.112453 2.938152 1.023953
C: -0.891277 2.057675 -3.922243
C: -10.332327 1.533439 2.586879
C: 2.883616 -3.036898 -2.413625
C: -2.323850 -3.086249 -0.458157
C: -1.640603 -5.156500 -1.733672
C: -7.950677 2.248550 1.388846
C: -0.300020 1.716792 -2.667664
C: 1.541958 3.244868 -3.208364
C: 1.416355 -3.159364 -2.838775
C: -0.965213 0.824138 -1.785427
C: -9.202149 0.844950 2.968985
C: 1.964237 5.668197 3.812077
C: -3.779426 0.329120 1.992429
C: 4.641308 3.130750 2.877163
C: 6.258907 2.724061 1.083001
C: 5.273493 2.210882 1.961699
C: 0.074092 -4.335310 1.251761
C: 5.529044 -1.971695 0.162564
C: 6.635321 4.036239 1.087186
C: -10.287936 2.565056 1.630498
C: 3.632725 2.793532 3.873773
C: 0.924331 2.352481 -2.384951
C: 0.801886 3.147833 5.354049
C: 5.105172 0.730982 -1.503974
C: -2.807877 0.702629 -3.378428
C: 0.941180 3.555241 -4.440778
C: -2.490131 2.156113 0.441189
C: -5.953680 1.514796 1.610040
C: -2.225847 0.396867 -2.131031
C: -8.011351 1.214155 2.350784
C: 5.092315 4.462316 2.877577
C: 1.227502 -4.419246 -3.682990
C: 1.070810 -1.901839 -3.650392
C: -0.240625 2.967551 -4.786717
C: 6.055894 4.917690 2.012791
C: -3.838394 2.301069 0.642794
C: 2.342965 -3.541105 0.710658
C: 1.107676 -4.236414 0.125028
C: -4.528897 1.363533 1.423008
C: -2.424007 0.272487 1.756883
H: -6.408632 0.043201 3.092783
H: 3.211106 -3.614600 0.059839
H: -4.235580 -0.429987 2.612232
H: 4.675293 5.139526 3.612022
H: -0.715316 3.203062 -5.730704
H: -3.778882 0.294647 -3.627971
H: 1.839294 -1.751121 -4.411088
H: 2.556090 6.115120 3.016128
H: -0.778854 -4.952990 0.984981
H: 2.603151 -4.024862 1.654041
H: 0.230445 -4.478051 -4.113012
H: -0.271699 -3.342952 1.548670
H: 1.008458 6.186027 3.876301
H: 3.488225 1.732443 4.054219
H: 5.347434 -2.583831 -0.719622
H: 6.757194 2.029855 0.417822
H: -1.403748 -3.425138 -3.758930
H: -1.478085 -5.697816 -0.804177
H: 5.233969 1.782903 -1.258955
H: 2.485526 5.762738 4.763532
H: 2.302699 -5.588680 -1.095126
H: -2.808344 -0.206449 -1.439592
H: -2.367853 -3.737457 0.410436
H: -1.823387 -0.483871 2.246089
H: 2.475666 3.707549 -2.919844
H: -1.939411 2.872215 -0.154864
H: 6.554603 -1.607066 0.134699
H: 3.258429 -3.953875 -1.962087
H: -0.172094 3.624162 5.459235
H: 0.544363 -4.803750 2.118017
H: -4.388602 3.125843 0.214020
H: 4.613830 0.338298 2.810150
H: 3.790585 3.328774 4.808946
H: 1.045984 -1.015894 -3.014459
H: -3.345918 -2.967201 -0.822664
H: -2.948441 -3.067270 -3.012620
H: -2.673087 -5.339732 -2.038595
H: 5.376631 -2.570769 1.058029
H: 1.478864 3.546610 6.107312
H: 7.392255 4.389424 0.400768
H: 3.017242 -2.204643 -1.717365
H: 1.425508 4.260065 -5.101638
H: -11.206744 3.073249 1.372564
H: -9.065384 3.733918 0.294039
H: 0.694885 2.073400 5.494593
H: -1.629621 -1.903611 -2.872884
H: -2.573293 1.737154 -5.226902
H: 6.381989 5.948026 2.053139
H: 6.102262 0.288591 1.817122
H: 1.416029 -5.328172 -3.112092
H: 6.069183 0.270360 -1.710096
H: 2.136149 -2.489555 0.911079
H: -1.965943 -2.105497 -0.136507
H: 1.806062 -6.234606 0.463895
H: -9.240433 0.058331 3.710793
H: 4.470124 0.650395 -2.384979
H: 1.938006 -4.390850 -4.511519
H: -0.990725 -5.574274 -2.502111
H: 0.639699 -6.140788 -0.848855
H: -11.282999 1.276568 3.033526
H: 3.494387 -2.839319 -3.296425
H: 0.118437 -1.980958 -4.166240

Force components x, y, z for each atom (eV/Å):
Sb 0.591 -0.032 -0.348
Sb -0.086 0.089 0.070
Ru -0.394 -0.293 -2.060
Br -0.415 0.118 -0.169
P -0.235 -0.732 -0.367
O -0.392 0.028 0.557
N -0.405 -0.431 0.087
N -0.237 1.524 0.630
N 0.254 -0.078 0.008
N 1.262 -0.239 1.258
N 0.469 0.037 -0.124
C -0.077 0.580 0.553
C 0.055 -0.014 0.003
C -0.105 -0.008 -0.060
C 0.437 0.230 0.088
C -0.005 0.006 -0.010
C 0.065 -0.027 0.016
C 0.110 -0.019 0.244
C 0.052 -0.061 0.055
C 0.028 -0.061 -0.050
C -0.011 -0.026 0.034
C 0.052 -0.003 0.012
C -0.231 -0.370 0.419
C -0.080 -0.036 -0.210
C 0.110 -0.109 0.232
C -0.224 0.020 0.350
C -0.197 -0.463 0.211
C -0.041 -0.092 0.075
C 0.102 -0.415 -0.063
C -0.127 0.180 -0.030
C 0.079 0.082 0.135
C 0.224 0.278 -0.180
C 0.088 -0.419 -0.127
C -0.014 0.014 -0.033
C -0.144 0.313 0.132
C 0.116 -0.317 -0.287
C -0.024 0.083 -0.084
C -0.366 -0.160 -0.089
C 0.254 0.040 0.138
C 0.239 0.003 -0.244
C -0.071 -0.188 0.342
C -0.061 0.021 -0.021
C -0.059 -0.031 -0.134
C 0.279 0.142 -0.039
C -0.670 0.161 -0.024
C 0.101 0.075 -0.061
C -0.149 0.401 -0.352
C 0.127 0.147 -0.058
C 0.025 -0.022 0.075
C -0.031 0.063 -0.019
C 0.013 0.055 -0.075
C -0.250 0.056 0.186
C -0.209 -0.030 0.239
C 0.051 0.008 -0.048
C -0.078 0.301 -0.313
C 0.554 -0.095 -0.077
C -0.051 0.242 0.145
H 0.012 -0.001 0.015
H -0.047 0.009 0.050
H 0.032 0.000 0.037
H -0.007 -0.012 -0.034
H 0.017 0.021 -0.013
H -0.028 0.044 -0.008
H 0.039 -0.073 -0.002
H -0.041 0.030 -0.007
H -0.030 0.040 -0.005
H -0.025 -0.039 0.017
H 0.029 -0.043 -0.020
H -0.052 -0.042 0.067
H -0.020 -0.032 -0.014
H -0.007 -0.047 0.021
H -0.018 0.017 -0.015
H -0.008 0.017 -0.008
H -0.024 0.055 -0.028
H -0.007 -0.013 -0.007
H -0.049 0.030 -0.060
H -0.007 0.027 0.025
H -0.007 -0.071 0.015
H 0.054 -0.096 -0.018
H 0.046 -0.001 0.013
H -0.018 -0.074 -0.119
H -0.004 0.018 -0.002
H -0.031 -0.092 -0.086
H 0.031 -0.006 -0.020
H 0.033 0.053 0.021
H 0.011 -0.011 -0.020
H 0.057 0.018 -0.009
H 0.053 0.028 -0.039
H -0.114 -0.035 -0.017
H 0.134 -0.077 0.040
H 0.016 0.027 -0.044
H 0.015 -0.010 -0.053
H -0.013 -0.023 0.054
H -0.008 0.007 -0.014
H 0.005 -0.040 -0.008
H -0.018 0.013 0.041
H 0.044 -0.014 0.030
H 0.002 -0.018 -0.026
H -0.011 0.008 -0.017
H -0.004 0.008 -0.002
H -0.039 0.007 -0.015
H -0.029 0.018 -0.008
H -0.047 0.056 -0.082
H -0.013 0.006 -0.006
H -0.019 0.018 0.012
H -0.027 -0.103 -0.143
H 0.012 -0.021 -0.075
H 0.038 0.041 -0.012
H 0.044 -0.049 0.034
H -0.125 0.009 0.021
H 0.013 0.006 0.016
H -0.036 -0.005 -0.006
H -0.072 -0.034 0.035
H 0.010 -0.010 -0.010
H -0.050 -0.056 0.002
H 0.041 -0.038 0.003
H -0.002 0.002 0.017
H -0.045 0.013 -0.052
H 0.014 0.013 0.000

These are the Mulliken partial charges, in e, on atoms 1 to 2: Sb 0.729; Sb 0.609

---

Record 2
This record from OMol25 describes the molecule C7H2ClN in a non-equilibrium geometry. The level of theory is the ωB97M-V functional and the def2-TZVPD basis.

* 2S+1: 1
* orbital gap: 8.8 eV
* charge: 0

Positions of all 11 atoms, in Å:
Cl: 0.938696 0.517462 -2.345878
N: 2.538874 -1.972704 -0.339089
C: -1.077744 0.401681 1.492103
C: -0.021344 0.552267 -0.962352
C: 1.639413 -1.277436 -0.061330
C: -1.132969 1.321404 -0.759872
C: -0.165556 -0.675958 1.428325
C: -1.486389 1.092271 0.532815
C: 0.552322 -0.461387 0.256090
H: -0.087860 -1.373476 2.170206
H: -1.697442 1.875877 -1.411018

Force components x, y, z for each atom (eV/Å):
Cl 0.073 0.081 -0.789
N -1.717 1.387 0.605
C -1.215 0.492 -1.644
C 2.246 -2.621 3.252
C 2.700 -2.029 -1.135
C 1.151 -1.139 1.144
C -0.805 3.863 -2.141
C -0.188 -1.135 3.435
C -2.381 1.738 -2.321
H 0.859 -1.879 1.506
H -0.722 1.242 -1.911

These are the Mulliken partial charges, in e, on atoms 1 to 2: Cl -0.163; N -0.431

---

Record 3
This record from OMol25 describes a structure of composition H18HeO9 in a non-equilibrium geometry. The level of theory is the ωB97M-V functional and the def2-TZVPD basis.

* 2S+1: 1
* orbital gap: 9.3 eV
* charge: 0
* relative energy (zero: lowest compared OMol25 entry of this formula, charge and spin): 8.0 kcal/mol

Positions of all 28 atoms, in Å:
O: 3.173780 -4.250350 15.836310
O: 6.119850 -6.889310 13.664980
O: 6.908540 -7.283770 17.098960
O: 2.022250 -5.566800 18.032580
O: 2.277010 -8.973220 14.550870
O: 2.126530 -8.331810 17.484300
O: 4.062050 -9.251980 12.399400
O: 4.880870 -8.923700 18.025320
O: 5.889170 -5.120510 15.689890
He: 4.240550 -7.025180 16.147260
H: 6.543320 -4.466580 15.443520
H: 6.823040 -6.505430 13.141160
H: 2.232220 -8.409180 16.536100
H: 2.023010 -8.180160 14.078880
H: 4.117720 -4.236290 15.994410
H: 6.506990 -6.727420 16.431530
H: 2.983880 -8.563950 17.841070
H: 5.366480 -6.912770 13.074970
H: 2.104840 -6.490150 17.794180
H: 5.392030 -8.413250 17.397310
H: 7.359900 -7.966450 16.602520
H: 3.532010 -9.076090 13.176810
H: 3.089800 -4.230770 14.883000
H: 1.507790 -9.540480 14.498370
H: 3.439750 -9.221450 11.672730
H: 2.372710 -5.092080 17.278890
H: 4.980850 -8.454670 18.853720
H: 5.852820 -5.717110 14.942250

Force components x, y, z for each atom (eV/Å):
O -0.441 0.251 -0.141
O 0.037 0.111 0.249
O 0.130 -0.471 0.228
O -0.147 0.454 0.502
O 0.265 0.182 0.062
O -0.781 0.215 0.117
O 0.529 0.333 -0.454
O -0.777 -0.703 0.224
O -0.129 0.724 0.643
He -0.072 0.010 -0.085
H 0.280 0.214 0.117
H 0.331 -0.007 -0.219
H 0.081 -0.187 -0.332
H -0.295 0.436 0.023
H 0.568 -0.226 0.099
H -0.067 0.697 -0.068
H 0.722 -0.306 0.096
H -0.342 -0.388 -0.289
H -0.127 -0.689 0.015
H 0.479 0.406 -0.007
H 0.296 -0.249 -0.068
H -0.208 -0.352 0.562
H -0.119 0.051 -0.156
H -0.250 -0.339 0.065
H -0.088 -0.086 -0.257
H 0.054 0.267 -0.273
H 0.213 0.161 0.209
H -0.140 -0.507 -0.863

These are the Mulliken partial charges, in e, on atoms 1 to 2: O -0.680; O -0.697

---

Record 4
This record from OMol25 describes a cluster of 2 separate species, C3H8N2 in total in a non-equilibrium geometry. The level of theory is the ωB97M-V functional and the def2-TZVPD basis.

* <S²>: 0.754
* 2S+1: 2
* orbital gap (spin up / spin down): 3.8 / 7.7 eV
* charge: -1
* relative energy (zero: lowest compared OMol25 entry of this formula, charge and spin): 28.3 kcal/mol

Positions of all 13 atoms, in Å:
N: -0.931694 -0.666805 -0.357077
N: 2.329521 2.227470 -0.849778
C: -1.041852 -0.004149 0.919578
C: -1.634060 -1.827115 -0.420923
C: 2.206546 1.017099 -0.509109
H: -2.002551 -2.321867 0.491529
H: 1.257571 0.484317 -0.373919
H: -1.542608 -2.465087 -1.301512
H: -1.577697 -0.652117 1.637582
H: 3.116492 0.421574 -0.567160
H: -0.021898 0.137989 1.315053
H: 1.410421 2.687248 -0.870704
H: -1.568191 0.961443 0.886440

Force components x, y, z for each atom (eV/Å):
N 0.078 0.334 0.033
N -0.252 0.631 0.110
C 0.228 -0.978 -0.398
C -0.274 -0.122 -0.113
C -0.151 -0.443 -0.877
H 0.078 0.026 -0.043
H 0.015 0.048 0.190
H 0.099 0.120 0.089
H 0.004 0.215 0.212
H 0.081 -0.162 0.407
H -0.146 0.395 0.314
H 0.186 -0.198 0.089
H 0.055 0.134 -0.011

These are the Mulliken partial charges, in e, on atoms 1 to 2: N -0.492; N -0.574

---

Record 5
This record from OMol25 describes a cluster of 2 separate species, C9H14 in total in a non-equilibrium geometry. The level of theory is the ωB97M-V functional and the def2-TZVPD basis.

* 2S+1: 1
* orbital gap: 9.9 eV
* charge: 0
* relative energy (zero: lowest compared OMol25 entry of this formula, charge and spin): 40.2 kcal/mol

Positions of all 23 atoms, in Å:
C: -0.775983 -0.543236 -0.836809
C: -0.991277 -1.089039 1.603504
C: 1.505873 2.717598 -0.535328
C: -1.474557 -0.795882 0.356617
C: -1.392850 -0.121678 -2.091255
C: 1.050872 -1.533739 0.367869
C: 0.792242 2.442192 0.877583
C: 0.591205 -0.939313 -0.863882
C: 0.342833 -1.638028 1.563958
H: 1.201906 3.695133 -0.871301
H: -2.592467 -0.624247 0.268065
H: 2.070115 -1.856154 0.510274
H: 0.875008 -2.086070 2.385530
H: 1.184874 -0.920665 -1.733435
H: -0.263747 2.778229 0.753112
H: 0.944279 1.401277 0.940464
H: 1.351658 1.864105 -1.201149
H: -1.091291 0.985302 -2.292430
H: -1.746406 -1.163511 2.451001
H: 2.600597 2.522092 -0.373816
H: 1.153584 3.045071 1.652282
H: -1.048226 -0.746790 -2.931078
H: -2.530028 0.112982 -2.211072

Force components x, y, z for each atom (eV/Å):
C 1.719 -2.041 1.035
C 0.882 -2.304 0.358
C 0.892 -1.281 2.307
C -2.949 2.023 -0.963
C -1.730 3.366 -2.093
C 0.293 0.743 -0.562
C -0.872 1.002 -3.783
C -1.960 -0.742 3.600
C -1.429 1.525 -0.572
H 0.480 0.122 -0.704
H 1.334 0.014 0.221
H 0.316 -0.191 -0.706
H -0.227 0.077 0.391
H 0.665 0.186 -0.821
H 0.459 -0.904 0.181
H -0.428 -1.216 1.169
H -0.991 0.496 -0.288
H 0.215 -1.771 0.055
H 1.490 0.077 -1.010
H -0.631 1.214 -0.084
H 1.057 0.533 1.194
H -0.281 0.427 0.219
H 1.697 -1.355 0.857

These are the Mulliken partial charges, in e, on atoms 1 to 2: C 1.105; C -0.456

---

Record 6
This record from OMol25 describes a cluster of 3 separate species, C5H14O2 in total in a non-equilibrium geometry. The level of theory is the ωB97M-V functional and the def2-TZVPD basis.

* 2S+1: 1
* orbital gap: 9.8 eV
* charge: 0
* relative energy (zero: lowest compared OMol25 entry of this formula, charge and spin): 46.1 kcal/mol

Positions of all 21 atoms, in Å:
O: 0.012441 0.490528 4.878506
O: -0.110137 -1.488354 2.937097
C: 1.065376 0.775990 -2.215044
C: -0.843829 -0.042017 -0.646841
C: -1.929543 0.136112 0.188302
C: 1.337729 -0.643797 -2.808499
C: -0.494775 0.744634 -1.882375
H: 1.738453 0.914698 -1.371959
H: 0.644268 -1.947714 2.645656
H: 0.601558 -0.769877 -3.567153
H: -0.858767 1.821788 -1.713168
H: 2.333498 -0.825863 -3.352604
H: 1.302897 1.521715 -2.983284
H: 0.460599 -1.041753 3.637075
H: -0.989031 0.313919 -2.756594
H: -0.243032 0.857384 5.744524
H: 0.047923 -0.259476 -0.075890
H: -1.695107 0.076633 1.260056
H: -0.816040 0.266026 4.343396
H: -2.886068 0.569165 -0.170318
H: 1.321587 -1.469739 -2.090885

Force components x, y, z for each atom (eV/Å):
O -1.436 -0.220 -0.680
O 0.769 1.699 2.169
C -0.880 -1.920 -0.442
C -0.989 2.039 2.739
C 1.691 0.243 -1.742
C 2.162 0.197 -0.516
C 0.370 1.485 -0.369
H -0.354 0.362 0.333
H 1.058 -1.807 -1.775
H -0.657 -0.608 -0.571
H 0.364 -1.565 -0.444
H -1.120 0.810 0.837
H -0.261 -0.047 0.260
H -1.768 0.026 -0.452
H -0.066 0.403 -0.141
H -0.142 -0.342 -0.737
H 0.247 -0.708 0.066
H -0.717 -0.699 -0.490
H 1.516 0.672 1.468
H 0.701 -0.329 0.369
H -0.485 0.306 0.118

These are the Mulliken partial charges, in e, on atoms 1 to 2: O -0.690; O -0.605